No. 1
Formula: C9H17B2F6N2O6P
Source: the Open Molecules 2025 dataset
Level of theory: ωB97M-V/def2-TZVPD

Calculated values
- E (eV) = -51813.815
- LUMO (Ha) = -0.0759
- gap between HOMO and LUMO (eV) = 6.8
- highest occupied orbital energy (eV) = -8.891

Structure (XYZ):
```
43
Properties=species:S:1:pos:R:3:forces:R:3
C 4.564 -0.640 0.479 -0.501 -0.115 0.568
C 4.270 0.876 -0.073 0.389 -0.075 0.270
C 2.882 1.456 0.579 1.290 4.668 4.884
O 3.024 2.392 1.557 -1.500 -6.042 -6.391
O 1.502 1.062 0.140 2.368 2.419 0.090
C 0.909 2.335 -0.298 0.063 1.793 -0.592
C -0.447 2.199 -1.207 0.493 -1.437 -0.719
C -1.664 1.338 -0.530 -4.333 -3.527 1.462
N -2.291 1.342 0.845 0.025 -1.152 -2.462
B -1.867 2.210 2.015 1.803 1.597 2.643
C -2.971 3.254 2.668 -0.433 -1.373 1.002
O -0.529 2.173 2.671 -3.844 -1.197 -0.343
C -3.472 0.410 1.129 2.349 -0.687 -7.329
C -3.630 -0.312 -0.335 1.925 3.231 3.630
N -2.535 0.283 -1.245 0.012 1.896 5.329
O -2.336 -0.053 -2.544 -0.390 -1.517 0.053
B -2.335 -1.544 -2.702 0.452 -3.989 0.081
O -3.487 -2.248 -3.363 1.201 2.147 3.449
O -1.258 -2.436 -2.190 -4.056 3.066 0.642
H 4.566 -0.649 1.669 -0.056 0.236 -2.564
H 3.678 -1.327 0.143 1.963 0.993 0.535
H 5.629 -1.038 0.156 -2.428 0.894 0.354
H 5.174 1.561 0.296 -2.469 -1.197 -0.625
H 4.257 0.961 -1.248 -0.295 -0.460 2.334
H 1.726 2.855 -0.996 -2.064 -0.898 1.253
H 0.689 3.102 0.558 0.591 -1.816 -1.252
H -0.797 3.262 -1.570 0.472 -2.109 1.072
H -0.131 1.607 -2.194 -1.048 1.044 2.225
H -2.891 4.325 2.204 -0.293 -2.067 0.932
H -2.742 3.268 3.839 -0.509 0.413 -2.533
H -4.056 2.774 2.571 2.111 1.495 -0.001
H -0.688 2.017 3.666 0.503 0.786 -2.174
H -4.061 0.307 2.135 1.510 0.333 -2.308
H -4.458 -1.110 -0.610 2.249 1.984 0.228
H -4.070 -2.506 -2.565 1.131 0.254 -2.082
H -1.642 -2.802 -1.318 1.462 0.146 -1.702
F 2.974 -4.967 -0.056 4.294 -3.665 -0.659
P 1.642 -4.386 -0.619 0.768 -0.712 -0.386
F 0.157 -4.183 -0.192 -4.966 3.910 0.962
F 2.135 -4.788 -2.042 1.572 -4.186 -3.546
F 1.503 -3.107 -1.498 -1.087 5.899 -0.156
F 2.048 -3.458 0.565 -1.565 4.559 3.688
F 1.033 -5.815 -0.491 0.843 -5.542 0.137
```
Forces are in eV/Å.



No. 2
Formula: C9H17BF4N4O4
Source: the Open Molecules 2025 dataset
Level of theory: ωB97M-V/def2-TZVPD

Calculated values
- E (eV) = -35302.456
- energy above the lowest of the compared OMol25 structures with the same formula, charge and spin (kJ/mol) = 267.4
- LUMO (Ha) = -0.0680
- gap between HOMO and LUMO (eV) = 3.8
- highest occupied orbital energy (eV) = -5.621

Structure (XYZ):
```
39
Properties=species:S:1:pos:R:3:forces:R:3
C 4.211 0.603 1.684 -0.233 0.809 -0.251
C 3.145 1.512 0.876 -0.118 -0.053 1.589
C 1.626 1.054 1.188 2.758 -0.392 -0.702
F 1.525 0.984 2.597 -0.851 0.256 -2.178
N 0.745 2.077 0.571 0.949 3.718 -2.634
C 1.114 3.082 -0.386 -2.515 1.271 -0.372
N 0.050 3.944 -0.778 0.797 -4.873 3.512
C -1.037 3.412 0.001 4.352 -0.067 -1.650
N -2.270 3.960 -0.049 -0.340 -0.733 1.924
N -0.575 2.306 0.751 -3.102 1.803 -0.792
B -1.546 1.544 1.618 -2.170 -1.826 2.622
O -1.758 2.044 2.954 1.527 -1.078 -2.526
O -2.289 0.406 1.184 2.671 1.840 0.827
H 5.219 1.114 1.498 -1.330 -1.068 0.167
H 4.202 -0.478 1.335 0.132 1.432 0.467
H 4.021 0.675 2.808 0.125 -0.237 -1.656
H 3.375 1.525 -0.233 -0.395 -0.064 1.379
H 3.231 2.550 1.357 -0.094 -1.259 -1.051
H 1.473 0.065 0.656 -0.440 0.841 1.260
H 2.102 3.291 -0.881 -1.065 -0.848 1.126
H -2.724 4.302 -0.895 0.712 -0.128 0.397
H -2.736 4.097 0.860 0.037 -0.191 -1.055
H -1.575 1.285 3.545 -0.781 0.518 -0.007
H -1.785 -0.395 1.446 -0.704 -0.052 -0.557
C -1.854 -1.461 -2.008 -0.116 0.465 0.404
C -2.332 -2.806 -2.514 0.021 -0.318 -0.443
O -1.295 -3.754 -2.640 0.650 0.874 -0.315
C -0.820 -4.428 -1.433 -1.860 -1.065 0.788
O -1.810 -4.944 -0.747 1.016 0.532 0.234
C 0.135 -3.528 -0.559 -0.150 -0.284 -0.853
F 0.933 -2.740 -1.340 0.192 0.295 0.272
F 0.989 -4.282 0.172 -0.286 0.180 -0.030
F -0.482 -2.693 0.313 0.201 0.064 0.341
H -0.898 -1.184 -2.459 -0.071 -0.055 -0.097
H -2.593 -0.684 -2.230 -0.019 -0.001 -0.077
H -1.727 -1.473 -0.927 -0.005 0.043 -0.107
H -2.715 -2.660 -3.530 0.079 -0.121 -0.037
H -3.177 -3.181 -1.929 0.221 -0.122 0.240
H -0.097 -5.139 -1.876 0.202 -0.105 -0.162
```
Forces are in eV/Å.